Record 1
Molecular formula: C50H44INO19S
Method: DFT, ωB97M-V/def2-TZVPD

Computed properties:
frontier orbital gap	7.2	eV
max |F|	3.1	eV Å⁻¹
HOMO	-0.339	hartree
2S+1	1

Cartesian coordinates (Å):
C1 -3.89940 -4.60951 -2.06701
C2 -5.19028 -4.39165 -1.26124
C3 -5.23309 -3.04441 -0.53591
I1 -5.47042 -3.26609 1.59941
N1 -6.16606 -2.04975 -1.07142
C4 -5.99907 -1.79098 -2.50644
C5 -4.65937 -1.18174 -2.87007
C6 -4.41224 0.18351 -2.24991
C7 -4.09171 0.10792 -0.76304
S1 -3.59299 1.68990 -0.07345
O1 -2.18146 1.77843 0.04126
O2 -4.22959 1.84755 1.18857
O3 -4.16899 2.81559 -1.01639
C8 -7.49838 -2.36712 -0.81775
O4 -7.92316 -3.41679 -0.54441
O5 -8.33683 -1.27856 -0.93567
H1 -3.72586 -5.65675 -2.25196
H2 -3.06864 -4.23127 -1.48885
H3 -3.98169 -4.08903 -3.01041
H4 -5.28395 -5.20711 -0.56208
H5 -6.02695 -4.50946 -1.93554
H6 -4.25130 -2.60908 -0.62880
H7 -6.75075 -1.05930 -2.77464
H8 -6.20343 -2.65831 -3.13558
H9 -4.61490 -1.08284 -3.94058
H10 -3.84737 -1.83884 -2.58419
H11 -5.18931 0.91267 -2.44100
H12 -3.51406 0.57647 -2.72055
H13 -4.95642 -0.19295 -0.18694
H14 -3.27357 -0.56835 -0.58867
H15 -4.31459 3.61291 -0.48171
H16 -8.89780 -1.48336 -1.69383
C9 -0.64710 -0.62699 -1.07846
C10 0.14492 0.20941 -1.73956
C11 1.19537 -0.29958 -2.65575
O6 1.92447 0.46235 -3.26096
C12 1.32868 -1.77026 -2.80798
C13 0.53265 -2.60441 -2.14423
C14 -0.51693 -2.09484 -1.22951
O7 -1.25289 -2.84890 -0.62434
H17 -1.41028 -0.27712 -0.40711
H18 0.06012 1.28492 -1.63932
H19 2.09637 -2.11624 -3.47849
H20 0.61254 -3.67893 -2.24093
C15 6.43309 -4.04545 -2.74992
C16 5.19996 -3.60271 -2.97712
C17 4.04536 -4.53213 -3.01602
O8 2.91873 -4.12662 -3.22537
C18 4.31397 -5.97233 -2.79050
C19 5.54656 -6.41672 -2.56335
C20 6.70504 -5.48807 -2.52420
O9 7.82696 -5.89114 -2.31583
H21 7.28961 -3.38437 -2.71799
H22 4.98212 -2.55482 -3.14296
H23 3.45629 -6.63224 -2.82214
H24 5.76402 -7.46399 -2.39726
C21 2.49428 3.64213 -2.47031
C22 3.28857 2.82246 -1.78963
C23 4.32818 3.34777 -0.87310
O10 5.05645 2.59785 -0.24978
C24 4.45058 4.81951 -0.74053
C25 3.65531 5.63999 -1.42094
C26 2.61331 5.11648 -2.33948
O11 1.88688 5.86314 -2.95947
H25 1.73098 3.27582 -3.14509
H26 3.21421 1.74842 -1.87351
H27 5.21208 5.18059 -0.06904
H28 3.72781 6.71688 -1.33840
C27 5.59554 3.50977 2.60074
C28 6.39132 2.68908 3.28038
C29 7.43181 3.21105 4.19729
O12 8.15934 2.46303 4.81791
C30 7.55258 4.68503 4.33138
C31 6.75803 5.50646 3.65227
C32 5.71682 4.98186 2.73394
O13 4.99050 5.73156 2.11313
H29 4.83418 3.14869 1.92879
H30 6.31894 1.61226 3.19713
H31 8.31788 5.04695 5.00681
H32 6.83032 6.58353 3.73475
C33 -1.34442 -3.90101 -7.52510
C34 -1.50099 -3.61599 -6.23542
C35 -2.81386 -3.18680 -5.69732
O14 -2.95476 -2.92519 -4.52003
C36 -3.94724 -3.08805 -6.64850
C37 -3.79258 -3.37245 -7.93823
C38 -2.47765 -3.80280 -8.47953
O15 -2.33676 -4.06377 -9.65302
H33 -0.39464 -4.21547 -7.93828
H34 -0.68766 -3.68203 -5.52333
H35 -4.89755 -2.77397 -6.23471
H36 -4.60659 -3.30605 -8.64870
C39 -5.58595 3.57764 3.71160
C40 -5.90898 2.29368 3.58624
C41 -6.83229 1.63822 4.54647
O16 -7.12884 0.46783 4.43885
C42 -7.38123 2.47039 5.64822
C43 -7.05641 3.75403 5.77032
C44 -6.13262 4.40947 4.80985
O17 -5.83944 5.58153 4.92221
H37 -4.91321 4.07188 3.02239
H38 -5.51719 1.67746 2.78900
H39 -8.05316 1.97415 6.33727
H40 -7.44462 4.37755 6.56580
C45 7.58452 2.98155 7.89975
C46 7.26030 1.69427 7.82264
C47 6.43337 1.04579 8.87087
O18 6.13757 -0.12761 8.80443
C48 5.98128 1.88982 10.00638
C49 6.30593 3.17728 10.08208
C50 7.13312 3.82483 9.03313
O19 7.42750 4.99952 9.09993
H41 8.18693 3.46931 7.14553
H42 7.58094 1.06661 7.00097
H43 5.37859 1.39858 10.75972
H44 5.98669 3.80892 10.90135

Cartesian forces (eV/Å) of the 3 atoms listed first:
-0.7 0.5 0.5
0.3 -0.7 -0.2
0.1 -0.2 -0.3

Record 2
Molecular formula: C22H48Cl8OS
Method: DFT, ωB97M-V/def2-TZVPD

Computed properties:
frontier orbital gap	9.1	eV
max |F|	1.6	eV Å⁻¹
ΔE to the lowest compared entry with this formula, charge and spin	0.0	kcal/mol
HOMO	-0.332	hartree
2S+1	1

Cartesian coordinates (Å):
C1 -1.11574 -0.69609 2.33029
S1 -1.53410 -1.82594 3.67890
O1 -0.44255 -2.82750 3.79279
C2 -1.12397 -0.66389 5.00723
H1 -2.07981 -0.24586 2.07142
H2 -0.86772 -1.31226 1.46792
H3 -0.36364 0.05455 2.54399
H4 -1.85975 0.13103 5.11503
H5 -0.15114 -0.25839 4.72384
H6 -0.93574 -1.18673 5.94175
C3 0.43832 2.03880 -0.35485
Cl1 0.31136 2.76762 -1.94924
Cl2 0.67398 0.28830 -0.50410
Cl3 1.86828 2.67015 0.46852
Cl4 -1.06412 2.34410 0.52387
C4 2.60182 6.54866 -3.35408
Cl5 3.96242 7.40548 -2.59314
Cl6 1.88057 5.46463 -2.15006
Cl7 1.37566 7.72749 -3.85965
Cl8 3.18153 5.64939 -4.72954
C5 -8.89666 0.88892 0.39130
C6 -7.85517 0.52909 1.46265
C7 -6.56633 -0.02145 0.85116
C8 -5.89363 0.99478 -0.07882
C9 -4.39315 0.80026 -0.28280
C10 -4.01490 1.49208 -1.59646
H7 -8.96153 0.11687 -0.38486
H8 -8.55543 1.75672 -0.17975
H9 -9.88244 1.07849 0.80758
H10 -7.54653 1.48772 1.89108
H11 -8.27716 -0.19095 2.16035
H12 -6.77254 -0.89584 0.22631
H13 -5.87355 -0.26380 1.66060
H14 -6.35603 0.96086 -1.06752
H15 -6.09487 2.00558 0.30166
H16 -3.79697 1.16313 0.55774
H17 -4.18291 -0.27435 -0.34356
H18 -4.27056 2.54899 -1.50409
H19 -3.00541 1.31260 -1.96692
H20 -4.64669 1.09753 -2.39888
C11 4.09416 1.81092 -3.58518
C12 4.57931 2.02921 -2.14770
C13 5.07447 3.43813 -1.87084
C14 6.14447 3.55792 -0.77561
C15 5.76555 2.88333 0.53374
C16 6.92461 2.96435 1.54378
H21 4.94435 1.94382 -4.25663
H22 3.37336 2.58331 -3.87044
H23 3.63374 0.83055 -3.68377
H24 3.79031 1.76246 -1.44039
H25 5.39456 1.31162 -1.98565
H26 4.19404 4.04909 -1.63288
H27 5.44046 3.94895 -2.77031
H28 6.97088 2.99251 -1.22467
H29 6.36586 4.61846 -0.66073
H30 4.89843 3.42376 0.93578
H31 5.43215 1.85859 0.36188
H32 6.76102 2.30314 2.39585
H33 7.86908 2.73090 1.05694
H34 6.93175 3.97599 1.95386
C17 0.07802 -7.73281 1.65953
C18 -0.23441 -6.26467 1.46243
C19 0.45553 -5.68681 0.22572
C20 0.13193 -4.20314 0.02137
C21 0.74945 -3.53929 -1.20679
C22 2.24529 -3.86733 -1.35106
H35 -0.46056 -8.16397 2.50601
H36 1.15298 -7.82414 1.84823
H37 -0.12706 -8.40157 0.81895
H38 -1.30614 -6.09983 1.28594
H39 0.00051 -5.69991 2.36214
H40 0.06340 -6.22829 -0.64776
H41 1.53324 -5.87103 0.25194
H42 -0.96146 -4.14420 -0.08999
H43 0.34955 -3.68885 0.96332
H44 0.28493 -3.98717 -2.08906
H45 0.62651 -2.45381 -1.22331
H46 2.92036 -3.48581 -0.58371
H47 2.40917 -4.93493 -1.48618
H48 2.59300 -3.40023 -2.28242

Cartesian forces (eV/Å) of the 3 atoms listed first:
-1.1 -0.3 -0.3
0.7 0.1 0.5
0.0 -0.3 -0.3

Record 3
Molecular formula: C5H14NS
Method: DFT, ωB97M-V/def2-TZVPD

Computed properties:
frontier orbital gap (alpha / beta)	12.6 / 7.6	eV
charge	+2
max |F|	3.5	eV Å⁻¹
ΔE to the lowest compared entry with this formula, charge and spin	19.7	kcal/mol
HOMO (alpha / beta)	-0.728 / -0.733	hartree
2S+1	2

Cartesian coordinates (Å):
C1 2.49551 0.29967 1.90406
C2 1.72954 0.20555 0.63296
C3 0.37714 -0.61476 0.90976
C4 -0.27774 -1.17810 -0.34838
S1 -1.44252 -0.13686 -1.33710
C5 -2.97305 -0.27538 -0.44898
N1 1.38808 1.43949 -0.22418
H1 1.95490 0.82975 2.70515
H2 3.50329 0.73564 1.77125
H3 2.72015 -0.69633 2.29202
H4 2.26688 -0.34879 -0.15193
H5 0.83297 -1.32800 1.60500
H6 -0.21578 0.10884 1.49328
H7 0.47939 -1.69279 -0.95593
H8 -0.98666 -1.95057 -0.00169
H9 -3.62345 0.57165 -0.72922
H10 -2.77239 -0.10264 0.60902
H11 -3.56437 -1.14855 -0.76648
H12 0.62968 1.94351 0.25157
H13 2.13766 2.13449 -0.30667
H14 1.08996 1.10208 -1.13268

Cartesian forces (eV/Å) of the 3 atoms listed first:
1.1 1.3 0.7
-1.1 -2.2 -2.0
2.1 2.8 0.0

Record 4
Molecular formula: C29H32CsF3NOS3Sb
Method: DFT, ωB97M-V/def2-TZVPD

Computed properties:
frontier orbital gap	4.8	eV
charge	-2
max |F|	0.3	eV Å⁻¹
ΔE to the lowest compared entry with this formula, charge and spin	1.7	kcal/mol
HOMO	-0.034	hartree
2S+1	1

Cartesian coordinates (Å):
Cs1 0.01228 0.93375 -0.69434
S1 2.71728 4.78888 -0.39506
C1 1.45791 4.03108 -1.25082
S2 1.85220 2.95253 -2.57255
S3 -0.19944 4.26338 -0.82306
C2 1.66733 -3.10326 0.32299
C3 0.71067 -4.22402 0.71775
C4 1.49932 -5.49224 1.04992
C5 -0.34552 -4.45572 -0.36261
H1 2.38053 -2.87440 1.11740
H2 1.13326 -2.17941 0.09812
H3 2.23170 -3.39031 -0.57078
H4 0.20622 -3.91448 1.64705
H5 2.02948 -5.85040 0.16173
H6 0.83004 -6.28885 1.38406
H7 2.23937 -5.31423 1.83788
H8 -0.73095 -5.47784 -0.27840
H9 0.10922 -4.36077 -1.35687
F1 -3.95611 -6.44277 4.73724
C6 -3.53067 -5.67640 3.69255
C7 -3.37220 -6.26482 2.45782
C8 -2.92304 -5.47337 1.40369
C9 -2.65361 -4.11865 1.56699
C10 -2.85319 -3.56823 2.83214
C11 -3.27826 -4.33742 3.90799
Sb1 -1.98905 -2.83830 -0.06006
C12 -4.09010 -1.80842 0.39068
C13 -5.29505 -2.49337 0.57709
C14 -6.48609 -1.85121 0.89490
C15 -6.46763 -0.47618 1.03186
F2 -7.63100 0.16812 1.34652
C16 -5.31900 0.26117 0.86222
C17 -4.14462 -0.42438 0.54225
C18 -2.98059 -3.57253 -1.85964
C19 -2.70790 -4.82249 -2.41229
C20 -3.30961 -5.25335 -3.59188
C21 -4.18088 -4.39987 -4.22995
F3 -4.77299 -4.80725 -5.38760
C22 -4.47667 -3.14765 -3.73390
C23 -3.87762 -2.75168 -2.54497
H10 -3.59368 -7.31691 2.33023
H11 -2.78834 -5.93499 0.43212
H12 -2.68937 -2.50672 2.98445
H13 -3.42200 -3.91275 4.89317
H14 -5.31313 -3.57704 0.47498
H15 -7.41414 -2.39229 1.03856
H16 -5.34437 1.33795 0.97629
H17 -3.24356 0.17349 0.41052
H18 -2.00292 -5.48185 -1.92506
H19 -3.10357 -6.22870 -4.01438
H20 -5.16458 -2.50404 -4.26684
H21 -4.12845 -1.78057 -2.13520
O1 2.50201 0.37630 0.90149
C24 3.62904 0.57030 0.43064
C25 4.81795 -0.25867 0.88364
C26 5.91460 0.56446 1.57093
C27 6.85685 1.28845 0.61617
C28 6.20036 2.33789 -0.27029
C29 5.10763 1.78086 -1.17318
N1 3.86377 1.51192 -0.48510
H22 5.23687 -0.79045 0.02204
H23 4.41433 -1.00323 1.56803
H24 6.50895 -0.10729 2.19742
H25 5.44539 1.28618 2.24658
H26 7.33865 0.53865 -0.02502
H27 7.65768 1.75540 1.19872
H28 6.96887 2.79706 -0.90016
H29 5.75850 3.13824 0.32883
H30 5.46969 0.88140 -1.68996
H31 4.83858 2.51385 -1.93456
H32 3.07144 2.09532 -0.79634

Cartesian forces (eV/Å) of the 3 atoms listed first:
-0.1 0.0 0.1
0.0 0.0 0.0
-0.1 0.0 0.0

Record 5
Molecular formula: C4H7AgMgO2
Method: DFT, ωB97M-V/def2-TZVPD

Computed properties:
frontier orbital gap (alpha / beta)	6.5 / 8.4	eV
charge	+1
max |F|	3.8	eV Å⁻¹
ΔE to the lowest compared entry with this formula, charge and spin	0.0	kcal/mol
HOMO (alpha / beta)	-0.419 / -0.487	hartree
2S+1	2

Cartesian coordinates (Å):
H1 -2.75706 -0.40649 -3.46567
C1 0.47864 -0.74827 -0.17859
C2 1.31154 0.50321 -0.02548
C3 0.93656 0.66122 1.39638
C4 -0.50378 0.52457 1.75635
O1 -1.12572 0.05714 0.60732
O2 -0.12825 -0.97323 -1.32040
Ag1 -0.57583 -1.34430 -3.80217
Mg1 -1.97430 -0.14161 -1.10920
H2 0.90242 -1.66013 0.27215
H3 2.38274 0.32366 -0.17944
H4 0.93868 1.29635 -0.69227
H5 1.69073 0.64513 2.18315
H6 -0.91975 1.51489 2.02611
H7 -0.65660 -0.25215 2.53178

Cartesian forces (eV/Å) of the 3 atoms listed first:
1.5 -0.3 1.2
0.0 0.1 -3.8
-1.1 -0.6 0.7